Record 1
133
Properties=species:S:1:pos:R:3:lowdin_charge:R:1 method="wB97M-V/def2-TZVPD" e_lumo_ev=-0.331 smiles="CCOS(C)(=O)=O.CCOS(C)(=O)=O.CCOS(C)(=O)=O.CCOS(C)(=O)=O.CCOS(C)(=O)=O.CCOS(C)(=O)=O.CCOS(C)(=O)=O.C[N+](=O)[O-].C[N+](=O)[O-].C[N+](=O)[O-].C[N+](=O)[O-]" homo_lumo_gap_ev=10.17 e_homo_ev=-10.50 e_above_lowest_ev=3.6464
S 0.4373 7.2945 3.9523 0.6892
S -0.1652 0.7238 3.8863 0.6274
S -5.8389 -4.5257 -1.3224 0.6764
S -3.7226 2.6376 -1.1083 0.6799
S -1.3519 -4.0897 1.0624 0.6828
S 4.8039 -0.5549 3.9157 0.6618
S 2.7238 -2.5569 -0.9223 0.7058
O 1.4355 7.1645 2.6261 -0.2578
O -2.3828 0.2757 -4.7877 0.0368
O -5.1589 -5.7773 -1.0424 -0.2930
O -4.3284 3.8331 -0.5211 -0.2951
O -2.0524 -4.2281 2.3597 -0.2982
O -6.9120 -4.0542 -0.4163 -0.3139
O 4.0294 0.0702 4.9456 -0.2742
O -0.1897 8.6117 3.9001 -0.2897
O -1.8161 0.5910 4.0365 -0.2294
O -2.5728 -2.7625 -3.7560 0.0528
O -1.4540 -2.8400 0.3386 -0.2952
O 5.7883 0.2612 -4.0652 0.0604
O -4.7106 -3.3758 -1.5844 -0.2963
O -4.2142 0.9489 -5.7857 0.0585
O 4.0914 -1.6299 -0.8806 -0.2739
O 0.1805 0.0381 2.7054 -0.2792
O -0.4068 6.0984 4.1291 -0.3042
O -3.5862 1.4178 -0.3277 -0.3066
O 4.0246 0.9275 -5.1449 0.0593
O 1.1824 1.3737 -1.7633 0.0442
O -2.4351 -4.8536 -3.0963 0.0538
O 1.8692 -1.9893 -1.9559 -0.3123
O 4.8026 -2.0104 3.7784 -0.2901
O 2.9936 -4.0013 -0.8005 -0.3039
O -2.1935 2.9225 -1.6876 -0.2930
O 0.3850 0.4238 5.1777 -0.2605
O 0.0317 2.0639 -0.1138 0.0219
O 0.2812 -4.4377 1.2342 -0.2942
O 4.4452 0.0541 2.4164 -0.2820
N 0.2189 1.2487 -1.0374 -0.3675
N -1.9803 -3.7426 -3.3311 -0.3890
N 4.7429 0.8677 -4.1571 -0.4478
N -3.2501 0.1974 -5.6632 -0.4035
C -0.2036 2.5419 3.5644 -0.0846
C 2.0599 -2.0212 0.7175 -0.0704
C 1.1772 5.1054 1.3313 -0.0692
C -1.9681 4.2122 -2.3157 -0.2638
C 0.6721 -5.6309 1.9565 -0.2563
C -4.6411 2.2326 -2.7344 -0.0715
C -3.2574 -0.7663 2.6640 -0.0864
C -0.7711 0.1020 -1.2762 0.0763
C -1.0469 5.0062 -1.4012 -0.0666
C 2.1387 -5.7525 2.3415 -0.0605
C 6.3579 -1.3457 -0.6901 -0.0616
C 3.8638 1.8903 0.8857 -0.0366
C -6.6625 -4.5401 -3.0043 -0.0754
C -2.9026 -0.8274 -6.7310 0.0543
C 1.9946 5.8809 2.3811 -0.2810
C 4.2927 1.6750 -2.9983 0.0507
C -0.4821 -3.6907 -3.0321 0.0593
C -4.8405 -2.1310 -0.9783 -0.2757
C -2.5234 0.4540 2.8230 -0.3414
C 3.9385 1.3639 2.3462 -0.2724
C -5.6663 -1.2475 -1.9150 -0.0382
C 5.2076 -2.2162 -0.2926 -0.3010
C 6.5388 0.1711 4.0935 -0.0787
C 1.7043 7.3082 5.2937 -0.1037
C -1.7853 -5.4805 -0.0126 -0.0917
H -0.9346 2.7573 2.7871 0.0691
H 1.0308 -1.6664 0.6782 0.0466
H -1.3947 -0.1475 -0.4190 0.0769
H -7.3274 -3.6781 -3.0115 0.0537
H 5.3322 -3.2196 -0.6984 0.1235
H 3.0362 5.9359 2.0654 0.1237
H 2.0230 5.3112 3.3113 0.0912
H 1.0001 5.8372 0.5419 0.0757
H 2.2026 -2.8458 1.4137 0.0528
H -0.8300 6.0029 -1.7834 0.0891
H 4.7821 1.2074 -2.1446 0.0750
H 4.6836 2.6727 -3.1925 0.1100
H 0.0911 -3.7597 -3.9571 0.1052
H -2.1195 -0.2852 -7.2595 0.1033
H 0.0931 -5.6253 2.8807 0.1136
H -0.1516 4.4194 -1.1958 0.0578
H 1.1206 7.3056 6.2139 0.0679
H -4.1898 1.2810 -3.0130 0.0231
H -2.7314 -5.2253 -0.4900 0.0395
H -1.0207 -5.4161 -0.7854 0.0475
H 6.1703 -0.3161 -0.3806 0.0621
H 3.0767 1.4716 0.2568 0.0586
H -3.8264 -1.7780 -0.7876 0.1066
H -0.2446 -0.8159 -1.5334 0.0597
H 2.6710 -1.1770 1.0359 0.0452
H 0.3517 -6.5279 1.4254 0.1115
H -5.1913 -2.2998 0.0405 0.1185
H 2.2825 6.3853 5.2631 0.0558
H -3.4714 -0.9782 1.6157 0.0658
H 2.3663 8.1725 5.2686 0.0718
H -3.6916 -1.1564 -7.4060 0.0942
H 2.1833 -6.5955 3.0320 0.0818
H 7.1190 -0.3115 3.3067 0.0564
H -1.5338 4.1268 -3.3123 0.1215
H -0.2160 -2.7197 -2.6188 0.0576
H 1.7470 4.2925 0.8803 0.0582
H -0.3697 3.0626 4.5067 0.0712
H -5.7967 -4.3118 -3.6257 0.0552
H 7.2787 -1.5800 -0.1556 0.0852
H 0.8292 2.7737 3.3026 0.0442
H -1.5698 5.0128 -0.4442 0.0823
H 6.5086 -1.2687 -1.7669 0.0778
H 0.1980 4.6758 1.5402 0.0645
H -2.8130 -1.6691 3.0861 0.0818
H 6.5636 1.2269 3.8273 0.0561
H 2.9811 1.4501 2.8607 0.1030
H -1.8509 -6.3931 0.5771 0.0816
H 3.2181 1.5294 -2.9007 0.0762
H -1.8728 0.4696 1.9478 0.0908
H 4.7904 1.6576 0.3600 0.0629
H 5.0851 -2.0731 0.7820 0.1113
H -3.1802 1.3026 2.6251 0.1292
H -7.1057 -5.5238 -3.1476 0.0676
H 2.5989 -4.8673 2.7802 0.0782
H -6.6631 -1.6407 -2.1127 0.0714
H -4.4011 3.0312 -3.4343 0.0601
H -5.7775 -0.2467 -1.4961 0.0643
H 4.5897 2.0574 2.8811 0.1083
H -5.6954 2.0638 -2.5205 0.0666
H -0.1654 -4.5644 -2.4663 0.0855
H -1.3678 0.5214 -2.0856 0.0849
H -4.2456 -0.9481 3.0918 0.0864
H -5.1636 -1.0693 -2.8661 0.0747
H -2.8974 4.7493 -2.5081 0.1079
H 2.8521 -6.0774 1.5832 0.0742
H -2.5473 -1.7475 -6.2691 0.0782
H 6.9022 -0.0959 5.0844 0.0673
H 3.6587 2.9488 0.7247 0.0662


Record 2
118
Properties=species:S:1:pos:R:3:lowdin_charge:R:1 method="wB97M-V/def2-TZVPD" e_lumo_ev=0.207 smiles="CN(C)P(=O)(N(C)C)N(C)C.CN(C)P(=O)(N(C)C)N(C)C.CN(C)P(=O)(N(C)C)N(C)C.C[N+](=O)[O-].ClCCCl.ClCCCl.ClCCCl" homo_lumo_gap_ev=8.11 e_homo_ev=-7.91 e_above_lowest_ev=3.9527
Cl 2.8745 -2.7488 1.3098 0.5482
Cl 4.6923 1.0113 1.3117 0.6430
Cl 1.2953 3.0034 -3.7697 0.5414
Cl 4.5940 -3.8936 4.2180 0.5406
Cl 5.9945 -0.8483 3.6658 0.5309
Cl 4.3792 1.3560 -4.5481 0.5821
P -3.8060 -2.1744 5.0720 0.6510
P 1.3778 -3.3530 -4.8996 0.6664
P -1.2136 7.0741 -0.2950 0.5278
O 0.0993 7.7385 -0.3208 -0.2948
O 0.8561 0.0950 1.4607 0.0500
O 0.2954 -2.3520 -5.3081 -0.3368
O -4.4380 -1.2919 6.0434 -0.2842
O -0.0285 1.4912 0.0454 0.0365
N -4.9126 -3.2117 4.0843 -0.3125
N 0.8160 0.6652 0.4063 -0.4039
N -2.7259 -3.3709 5.8127 -0.3017
N -2.8123 -1.3747 3.9052 -0.3206
N -1.2361 5.4166 -0.6665 -0.2897
N 2.8163 -3.1176 -5.8594 -0.3177
N -2.2723 7.8788 -1.3397 -0.3085
N 1.8261 -3.1603 -3.2696 -0.2886
N -1.9319 7.0433 1.2366 -0.3001
N 0.8671 -5.0199 -5.1740 -0.2789
C -3.4402 -4.5006 6.4874 -0.1134
C -4.4874 -4.4535 3.4950 -0.1585
C 2.7633 0.7500 -4.6156 -0.6950
C 3.9061 -4.0870 -5.8861 -0.1232
C -6.3313 -2.8651 3.9244 -0.1043
C -2.9486 7.4371 -2.6236 -0.0869
C -1.7846 -2.0243 3.1359 -0.1278
C 3.0250 -3.1234 4.0805 -0.6728
C -2.3535 9.3659 -1.2819 -0.1062
C -1.5144 -2.9666 6.6290 -0.1029
C 0.8979 -2.7747 -2.3062 -0.1739
C 6.1606 1.4046 2.1120 -0.7131
C -3.4104 7.2763 1.3483 -0.1150
C -2.3898 4.5227 -0.5268 -0.1019
C -1.2812 6.5968 2.5189 -0.0756
C 0.7634 -5.5664 -6.5434 -0.1119
C 3.0169 -2.0433 -6.8325 -0.1172
C 0.0045 4.6770 -0.6366 -0.1540
C -3.3841 -0.2407 3.2080 -0.1312
C 3.0676 -3.7649 -2.6110 -0.0682
C 1.6628 1.7662 -5.0590 -0.5772
C 6.1999 0.9776 3.5663 -0.5611
C 1.9668 0.4981 -0.5959 0.0207
C 0.9517 -6.0078 -4.0785 -0.1305
C 2.7893 -2.0361 2.9450 -0.6135
H 2.3238 1.5167 -0.7481 0.0915
H -1.8103 9.7921 -0.4385 0.0778
H -3.9252 0.3610 3.9382 0.0768
H 0.2377 4.0678 -1.5098 0.0177
H 3.9165 -1.4491 -6.6720 0.0856
H -6.3394 -1.8084 3.6572 0.0707
H -2.6334 0.3891 2.7306 0.0797
H -4.3246 -4.0935 6.9774 0.0808
H 0.6188 -7.0429 -4.1548 0.0821
H -0.2862 -5.7105 -6.7996 0.0752
H -1.3169 -2.8405 3.6866 0.0672
H 1.8470 -1.4950 3.0309 0.0482
H -3.6135 8.2989 1.6664 0.0712
H 2.7977 -2.7449 5.0770 0.0625
H 5.4562 1.4275 4.2241 0.0752
H 0.4052 -3.6105 -1.8096 0.0841
H -2.5210 7.9633 -3.4770 0.0746
H -3.4244 9.5654 -1.3213 0.0796
H -3.4018 -4.5162 3.4205 0.0732
H -3.3035 5.0379 -0.8231 0.0621
H -1.7290 9.7095 -2.1066 0.0797
H -6.7250 -3.3891 3.0535 0.0770
H 1.9457 -6.1563 -3.6566 0.0533
H 1.5899 0.0575 -1.5189 0.0703
H -6.8703 -3.0703 4.8493 0.0787
H -1.8277 -2.5898 7.6027 0.0758
H 3.5084 -5.1012 -5.9233 0.0702
H -4.9138 -5.2344 4.1248 0.0692
H 6.4088 2.4623 2.0239 0.0822
H -4.9083 -4.5336 2.4928 0.0783
H -1.0654 -1.3276 2.7051 0.0659
H -0.2635 6.9838 2.5688 0.0806
H -4.0186 7.5999 -2.4945 0.0752
H 1.7387 2.2957 -6.0087 0.0662
H 6.9218 0.8512 1.5620 0.0662
H 4.5989 -3.8816 -6.7021 0.0830
H 1.1852 -4.8785 -7.2762 0.0727
H 3.8869 -3.0528 -2.7103 0.0767
H 2.6169 0.5001 -3.5648 0.0226
H 2.3010 -3.9381 4.0641 0.0550
H -3.9707 7.0736 0.4356 0.0608
H -2.7006 6.4125 -2.9006 0.0674
H 3.0155 -3.9245 -1.5340 0.0569
H -4.0907 -0.4272 2.3992 0.0763
H 2.6541 -0.2089 -0.1312 0.0264
H -1.9669 6.8455 3.3289 0.0689
H 3.6307 -1.3441 2.9787 -0.0349
H 3.4094 -4.7094 -3.0342 0.0552
H 0.7522 1.2437 -5.3520 0.0691
H 0.2594 4.0669 0.2300 0.0704
H -3.6923 -5.2177 5.7061 0.0435
H -3.7425 6.6334 2.1634 0.0688
H -2.3241 3.6348 -1.1556 0.0869
H 7.2030 1.1071 3.9726 0.0665
H 1.1574 -6.5823 -6.5735 0.0762
H 0.0706 -2.2455 -2.7792 0.0819
H -2.7535 -5.0399 7.1398 0.0781
H -1.3413 5.5111 2.5940 0.0655
H 2.8436 -2.6441 -7.7253 0.0894
H 1.3314 -2.0859 -1.5811 0.0553
H -2.5162 4.2834 0.5291 0.0758
H 2.1448 -1.3985 -6.7235 0.0575
H -1.0291 -2.1814 6.0493 0.0633
H 4.5531 -4.0626 -5.0092 0.0607
H -2.3655 -2.4698 2.3283 0.0774
H -0.8377 -3.7913 6.8527 0.0716
H 0.3867 -5.7188 -3.1923 0.0666
H 0.8200 5.3991 -0.6777 0.0685
H 2.7588 -0.2482 -5.0533 0.0303